[1]
Entry from OMol25: a cluster of 2 separate species, C53H44N3OS in total (ωB97M-V/def2-TZVPD).

Positions of all 102 atoms, in Å:
C: 1.42791 1.12126 4.75453
O: 1.63476 0.52035 3.50436
C: 1.91478 -0.87161 3.67238
C: 0.76172 -1.78155 3.77501
C: 0.59264 -2.64822 4.86431
C: -0.49703 -3.48617 4.93111
C: -1.45466 -3.46183 3.93479
C: -1.31910 -2.59418 2.86793
C: -0.22595 -1.76367 2.78645
C: 3.22441 -1.28648 3.74915
N: 3.75017 -2.59060 3.79637
C: 2.97526 -3.80515 3.54970
C: 5.16286 -2.67920 3.86986
C: 5.77585 -1.42574 3.82038
C: 7.15291 -1.31801 3.80230
C: 7.92388 -2.46644 3.83177
C: 7.32048 -3.71529 3.90095
C: 5.94734 -3.83136 3.92560
S: 4.56669 -0.14080 3.76771
H: 1.21225 2.18337 4.63284
H: 0.59013 0.63412 5.25386
H: 2.32788 0.99541 5.35665
H: 1.31635 -2.63296 5.66269
H: -0.61231 -4.15188 5.76980
H: -2.31399 -4.10832 4.00123
H: -2.07754 -2.56273 2.10644
H: -0.11053 -1.09289 1.95418
H: 3.57892 -4.52374 3.00102
H: 2.67875 -4.25324 4.49813
H: 2.08788 -3.58974 2.95813
H: 7.61191 -0.34703 3.74625
H: 8.99846 -2.39594 3.79395
H: 7.93105 -4.60291 3.92927
H: 5.48452 -4.79932 3.99476
C: 1.91810 -5.43094 -4.62575
C: 3.11413 -4.92147 -4.15582
C: 3.31904 -3.56024 -4.12938
C: 2.33022 -2.68784 -4.57884
N: 2.50419 -1.25602 -4.45121
C: 2.88033 -0.49201 -5.62578
C: 1.91468 -0.11315 -6.55542
C: 2.26722 0.57462 -7.69407
C: 3.59040 0.90226 -7.92073
C: 4.55980 0.54648 -7.00138
C: 4.20905 -0.14600 -5.86344
C: 1.89719 -0.59674 -3.32056
C: 2.69972 -0.06792 -2.30375
C: 2.12994 0.56743 -1.23717
C: 0.72864 0.74852 -1.15061
C: 0.19599 1.45866 -0.04583
C: -1.08984 2.03506 0.09620
C: -1.52866 2.42679 1.38450
C: -2.78136 2.93665 1.58122
C: -3.64176 3.14488 0.49713
N: -4.97661 3.60165 0.71438
C: -5.62708 4.39402 -0.30674
C: -6.28775 3.79006 -1.37516
C: -6.78553 4.54970 -2.40945
C: -6.65733 5.92545 -2.38355
C: -6.01984 6.54050 -1.32299
C: -5.50614 5.78206 -0.29603
C: -5.77992 3.04714 1.78774
C: -5.96481 3.73184 2.98769
C: -6.78995 3.22189 3.96654
C: -7.45101 2.02488 3.76070
C: -7.26708 1.32665 2.58207
C: -6.43456 1.82993 1.60818
C: -3.18476 2.84526 -0.79495
C: -1.95280 2.29044 -0.99527
C: -0.07067 0.15819 -2.15681
C: 0.50340 -0.50011 -3.20496
C: 1.13366 -3.21803 -5.05501
C: 0.92690 -4.57710 -5.07015
H: 1.75418 -6.49463 -4.63860
H: 3.87993 -5.58666 -3.78966
H: 4.22859 -3.14654 -3.72924
H: 0.88554 -0.35674 -6.36202
H: 1.51024 0.86177 -8.40574
H: 3.86496 1.44435 -8.80999
H: 5.58943 0.81804 -7.17272
H: 4.95421 -0.41674 -5.13596
H: 3.76931 -0.16807 -2.38272
H: 2.75336 0.96401 -0.45370
H: 0.85794 1.57770 0.79599
H: -0.86458 2.28913 2.22147
H: -3.12862 3.17171 2.57419
H: -6.36022 2.71745 -1.39995
H: -7.24879 4.06821 -3.25509
H: -7.04351 6.51774 -3.19637
H: -5.90028 7.61183 -1.31235
H: -4.97093 6.24504 0.51413
H: -5.44798 4.66237 3.14176
H: -6.91960 3.75217 4.89654
H: -8.10737 1.63325 4.52026
H: -7.77419 0.38820 2.42753
H: -6.27556 1.28658 0.69399
H: -3.83262 3.02376 -1.63409
H: -1.62402 2.08158 -1.99709
H: -1.14244 0.17640 -2.06914
H: -0.11407 -0.96487 -3.95041
H: 0.36057 -2.54686 -5.38225
H: -0.01725 -4.97115 -5.40813

Values from the calculation:
Net charge ... +1
Molecular weight ... 771.022 g/mol
Kohn-Sham gap ... 3.9 eV
E_HOMO ... -0.3206 Ha

These are the Löwdin partial charges, in e, on atoms 1 to 5:
1 C -0.1044
2 O -0.1794
3 C -0.2697
4 C -0.2063
5 C -0.0584

[2]
Entry from OMol25: a structure of composition C24H42NOOsP3 (ωB97M-V/def2-TZVPD).

Positions of all 72 atoms, in Å:
Os: 0.46658 0.76334 -0.38097
P: 1.98833 1.20770 1.32200
P: -0.79385 2.57272 -0.73273
P: 1.80184 -0.03182 -2.02851
H: -0.47427 -3.76360 0.73125
C: 0.55696 -4.12944 0.68712
C: 1.46584 -3.73108 1.59151
H: 1.17503 -3.11824 2.45304
C: 1.29750 1.45472 3.00863
C: 3.12844 2.65526 1.21040
C: 3.10998 -0.22909 1.51748
C: -2.45238 1.87968 -1.02899
C: -0.97021 3.64307 0.74079
C: -0.50284 3.69565 -2.12573
C: 2.16538 -1.76315 -1.55299
C: 3.41210 0.77575 -2.30146
C: 1.03472 -0.19669 -3.66922
H: 0.79077 -4.85351 -0.09857
H: 2.51346 -4.06246 1.55349
H: 0.99114 0.49236 3.43749
H: 0.42899 2.12569 2.98212
H: 2.05931 1.90433 3.65802
H: 2.59198 3.52623 0.81052
H: 3.97460 2.42659 0.54823
H: 3.50887 2.90977 2.21093
H: 2.54500 -1.16607 1.41633
H: 3.57073 -0.20648 2.51597
H: 3.90240 -0.19741 0.76036
H: -2.79142 2.17590 -2.02726
H: -3.15445 2.25925 -0.27950
H: -2.42383 0.77950 -0.97970
H: -1.45669 4.57820 0.43398
H: 0.01766 3.87764 1.15841
H: -1.57945 3.14919 1.50991
H: -1.30556 4.44653 -2.17845
H: -0.46792 3.11851 -3.05599
H: 0.46189 4.19975 -1.99125
H: 2.51855 -2.31788 -2.43291
H: 1.25538 -2.24603 -1.17259
H: 2.92916 -1.80547 -0.76814
H: 3.85134 0.41437 -3.24134
H: 4.10192 0.56628 -1.47436
H: 3.26651 1.86026 -2.37316
H: 1.78604 -0.51025 -4.40636
H: 0.60777 0.76597 -3.97475
H: 0.22927 -0.94170 -3.64940
C: -1.70798 -1.86990 -2.22162
C: -2.63787 -1.17678 -3.08841
C: -2.69271 -1.44762 -4.44565
C: -2.01422 -2.55971 -4.96377
C: -1.33240 -3.41943 -4.08669
C: -1.22911 -3.13416 -2.73674
O: -1.28412 -1.39164 -1.11243
H: 1.30023 2.16165 -0.43584
H: -3.20595 -0.36061 -2.64648
H: -3.28717 -0.80261 -5.09712
H: -2.03962 -2.78125 -6.03119
H: -0.90822 -4.35166 -4.46409
H: -0.74959 -3.80459 -2.02050
N: -0.78996 0.39807 1.03978
C: -1.51249 0.05411 1.89816
C: -2.05284 -0.23760 3.17196
C: -3.05136 0.59201 3.73510
C: -3.33219 0.48901 5.09578
C: -2.67749 -0.46630 5.88072
C: -1.78474 -1.37046 5.29636
C: -1.50725 -1.29631 3.93453
H: -3.55892 1.32506 3.10725
H: -4.06276 1.15967 5.55357
H: -2.86619 -0.50807 6.95346
H: -1.30046 -2.13822 5.90069
H: -0.84718 -2.01649 3.44949

Values from the calculation:
Net charge ... +4
Multiplicity ... 5
<S²> ... 6.06
Molecular weight ... 643.758 g/mol
Kohn-Sham gap (alpha / beta) ... 5.5 / 3.1 eV
E_HOMO (alpha / beta) ... -0.6899 / -0.7173 Ha
Energy above the lowest of the compared OMol25 structures with the same formula, charge and spin ... 65.1 kcal/mol

These are the Löwdin partial charges, in e, on atoms 1 to 5:
1 Os 0.8874
2 P 0.7054
3 P 0.6522
4 P 0.6589
5 H 0.0460

[3]
Entry from OMol25: a structure of composition C15H19N3O3Sn (ωB97M-V/def2-TZVPD).

Positions of all 41 atoms, in Å:
N: 0.65788 2.95267 0.40911
C: 0.58747 4.10126 0.51587
C: 0.48061 5.53527 0.63777
H: -0.57705 5.81582 0.59453
H: 1.02058 6.01058 -0.18840
H: 0.91042 5.84552 1.59577
N: 2.74176 -1.94545 -0.29796
C: 3.72634 -2.55538 -0.26079
C: 4.94894 -3.31091 -0.23385
H: 5.64966 -2.87130 -0.95550
H: 4.72785 -4.34943 -0.51080
H: 5.37489 -3.27114 0.77519
N: -2.39541 -2.36831 -0.00583
C: -3.50100 -2.50840 0.30697
C: -4.88316 -2.73165 0.65774
H: -4.93625 -3.45312 1.48284
H: -5.41262 -3.13089 -0.21768
H: -5.34524 -1.78574 0.96102
Sn: 0.11106 -0.24450 -0.60954
C: 0.14058 -1.75050 1.41826
O: 0.20214 -2.32350 2.41273
C: 1.70697 0.42099 1.47629
O: 2.20275 0.67153 2.47400
C: 0.66994 1.16792 -2.44398
C: -0.73094 1.22653 -2.28723
C: -1.50268 0.04064 -2.34198
C: -0.87136 -1.20398 -2.55149
C: 0.53507 -1.26656 -2.66949
C: 1.30442 -0.08367 -2.61318
H: 1.25268 2.09224 -2.40180
H: -1.22484 2.19127 -2.11690
H: -2.59328 0.08452 -2.23858
H: -1.48043 -2.10575 -2.62412
H: 1.01834 -2.22094 -2.84389
H: 2.38272 -0.13991 -2.72422
C: -0.94563 1.20672 3.21260
O: -1.64173 0.79057 2.02316
H: -1.65320 1.52179 3.99580
H: -0.24881 2.03125 3.00327
H: -0.39574 0.33582 3.58547
H: -2.01369 1.57813 1.59882

Values from the calculation:
Net charge ... +4
Molecular weight ... 408.046 g/mol
Kohn-Sham gap (alpha / beta) ... 5.1 / 4.0 eV
E_HOMO (alpha / beta) ... -0.8467 / -0.8468 Ha

These are the Löwdin partial charges, in e, on atoms 1 to 5:
1 N 0.1138
2 C -0.2096
3 C -0.0043
4 H 0.1147
5 H 0.1219